1.
73
Properties=species:S:1:pos:R:3:forces:R:3 method="wB97M-V/def2-TZVPD" homo_ev=-12.798 total_charge=+2 e_tot_ev=-81041.0924 largest_force_ha_per_bohr=0.035
Bi -1.54685 1.26776 0.90455 -0.18 0.33 0.56
S -2.58805 -0.91304 0.26435 -0.07 -0.07 -0.60
C -3.74945 -0.33134 -0.97045 0.10 -0.11 0.17
C -4.83515 -1.14324 -1.26285 0.05 0.05 0.03
C -5.76625 -0.74844 -2.20515 -0.04 -0.03 0.00
C -5.61335 0.46196 -2.86085 0.02 0.00 -0.07
C -4.52795 1.26666 -2.57975 0.09 0.07 0.05
C -3.58875 0.87966 -1.63175 0.14 0.07 0.09
S -2.23195 1.98926 -1.36495 -0.12 0.09 -0.22
H -4.94915 -2.07724 -0.73745 -0.08 -0.20 0.02
H -6.61355 -1.38054 -2.41125 -0.12 -0.08 -0.05
H -6.33365 0.79666 -3.58855 -0.15 -0.04 -0.09
H -4.39655 2.21726 -3.07665 -0.07 0.04 -0.06
N 0.79305 -0.59904 4.98505 0.63 0.13 -0.34
C -0.60565 -1.01404 5.21295 -0.97 -0.13 -0.38
P -1.39275 -0.91294 3.48825 0.26 -0.64 0.71
O -0.17585 -0.68944 2.62185 0.06 -0.35 0.04
O -2.48685 0.08346 3.43635 -0.46 -0.01 0.31
C -2.18325 -2.59254 3.17045 0.79 0.44 0.18
N -3.57315 -2.28344 2.80395 -0.71 0.18 -0.06
H 1.48595 -1.23234 5.39485 -0.14 0.23 -0.05
H 0.97975 0.35686 5.30355 0.03 -0.27 -0.02
H 0.83655 -0.61764 3.90525 0.38 0.17 0.37
H -1.12945 -0.32954 5.87675 0.11 0.03 0.02
H -0.64105 -2.01164 5.64575 0.07 0.02 -0.05
H -2.14825 -3.22934 4.05345 -0.08 0.03 -0.01
H -1.68745 -3.10334 2.34395 -0.04 0.06 0.03
H -3.92835 -1.57414 3.46705 -0.11 -0.18 -0.39
H -4.18975 -3.10044 2.77975 0.12 0.14 -0.01
H -3.53175 -1.80194 1.84545 -0.21 -0.15 0.48
C 3.12025 -0.43304 2.08465 0.03 0.03 -0.18
C 3.73705 -0.21634 0.73205 0.08 -0.09 0.23
C 5.11315 -0.36374 0.56485 -0.04 0.01 0.03
C 5.71565 -0.15034 -0.66135 -0.03 -0.03 -0.02
C 4.94445 0.21096 -1.75335 0.05 0.00 -0.05
C 3.57995 0.36256 -1.60105 -0.09 0.10 -0.26
C 2.98565 0.15226 -0.37105 -0.65 -0.01 0.34
Sb 0.84895 0.53646 -0.46595 1.16 0.05 -1.39
C 0.30655 -0.91674 -1.98375 0.07 0.54 0.40
C -0.18145 -0.54884 -3.22955 -0.05 0.20 -0.05
C -0.42235 -1.51544 -4.19275 -0.02 0.03 -0.08
C -0.18335 -2.84704 -3.90905 -0.03 0.02 -0.02
C 0.25935 -3.21434 -2.65145 0.04 0.02 0.03
C 0.50135 -2.26404 -1.66915 0.02 0.10 0.13
C 0.96685 -2.69354 -0.30925 0.09 0.05 -0.07
C 1.02645 2.57506 -1.18225 -0.14 -0.62 0.04
C 0.70085 2.95896 -2.47425 0.03 -0.05 -0.18
C 0.67535 4.29966 -2.82225 -0.01 -0.05 -0.05
C 0.96845 5.25996 -1.87155 -0.01 0.01 0.00
C 1.31965 4.87966 -0.58825 -0.03 0.01 -0.07
C 1.36255 3.53986 -0.22695 -0.01 -0.09 0.12
C 1.81755 3.15956 1.15475 0.05 0.01 -0.06
H 3.63165 -1.23554 2.61295 -0.01 -0.07 0.06
H 2.06575 -0.68234 1.96835 -0.02 -0.03 0.15
H 3.21705 0.47636 2.67975 -0.07 0.08 0.13
H 5.71935 -0.64914 1.41265 0.04 -0.04 0.09
H 6.78235 -0.27394 -0.77085 0.08 0.00 0.02
H 5.39625 0.37476 -2.71835 0.06 0.01 -0.10
H 2.97305 0.65056 -2.44595 -0.01 0.05 -0.23
H -0.39545 0.48456 -3.46115 0.02 -0.03 0.00
H -0.78815 -1.22424 -5.16495 -0.05 0.05 -0.09
H -0.35045 -3.60204 -4.66085 -0.03 -0.07 -0.09
H 0.43355 -4.25664 -2.42845 -0.01 -0.12 0.05
H 0.77595 -3.75334 -0.15685 0.00 -0.04 0.07
H 0.44835 -2.12904 0.47225 0.02 -0.05 0.11
H 2.04105 -2.52524 -0.20875 0.04 -0.02 0.12
H 0.47185 2.21756 -3.22585 -0.02 0.05 -0.01
H 0.41045 4.58686 -3.82795 0.01 0.04 -0.10
H 0.93135 6.30576 -2.12685 0.00 0.16 -0.06
H 1.56175 5.63526 0.14515 0.06 0.05 0.07
H 2.10995 4.04746 1.70995 -0.03 -0.03 0.11
H 2.68735 2.50286 1.08685 0.02 -0.04 0.12
H 1.03335 2.64376 1.72185 0.08 0.01 0.10

=====

2.
13
Properties=species:S:1:pos:R:3:forces:R:3 method="wB97M-V/def2-TZVPD" homo_ev=-8.741 total_charge=0 e_above_lowest_kcal_mol=91.12 e_tot_ev=-11291.3758 largest_force_ha_per_bohr=0.110
N -1.95361 0.52425 -0.00853 -1.84 0.44 1.40
C -0.19640 -0.63760 -0.77916 -4.25 1.95 -2.03
O -0.73030 -1.71714 -0.14585 0.86 -0.36 0.56
N -0.93568 0.48604 -0.86606 3.94 -2.81 -1.21
H -1.69780 -1.63110 -0.18326 -0.04 0.28 0.26
H -2.51082 1.37097 -0.13940 0.52 -0.28 0.05
H -1.67321 0.46565 0.97711 -0.13 -0.25 -0.35
H 0.44959 -0.90646 -1.62122 0.29 0.55 0.62
C 1.41276 0.31855 0.68148 2.41 4.44 2.56
O 2.60297 -0.11132 0.16982 -1.05 -0.06 -0.60
O 1.18766 1.54992 0.74259 -0.04 -3.42 -0.48
H 2.95799 0.66246 -0.30762 -0.03 -0.22 0.15
H 1.08685 -0.37423 1.48009 -0.65 -0.25 -0.94

=====

3.
7
Properties=species:S:1:pos:R:3:forces:R:3 method="wB97M-V/def2-TZVPD" smiles="O=C=C=O.C#N" homo_ev="-9.039 / -9.038" total_charge=0 e_above_lowest_kcal_mol=54.07 e_tot_ev=-8708.0000 largest_force_ha_per_bohr=0.126
C 1.05472 1.88904 0.10250 0.26 -1.08 0.86
C -2.94151 -0.54356 0.03724 0.26 -6.45 -0.60
C -2.78536 0.78931 -0.11034 0.66 2.24 -0.84
N 1.23595 0.88494 0.61141 0.00 -0.64 -0.01
O -2.62029 -1.58953 -0.41330 -0.53 1.70 0.60
O -3.06028 1.70687 0.52880 -0.34 2.51 0.83
H 0.92516 2.86302 -0.18604 -0.30 1.72 -0.85

=====

4.
87
Properties=species:S:1:pos:R:3:forces:R:3 method="wB97M-V/def2-TZVPD" homo_ev=-10.706 total_charge=+1 e_tot_ev=-109680.6578 largest_force_ha_per_bohr=0.011
Pb -0.83585 -0.46965 1.85416 -0.44 0.18 0.28
S -0.60464 -3.04275 0.22803 0.13 -0.05 -0.12
P -1.11780 -2.04009 -1.40328 0.00 -0.06 0.29
C -1.20018 -0.31384 -0.99198 0.09 -0.27 0.07
P -0.80394 1.02434 -1.95903 -0.05 0.19 0.25
S 0.55562 0.40730 -0.55045 0.27 0.04 -0.24
C -0.19458 0.94086 -3.62089 0.07 -0.03 -0.19
C 1.15847 0.77650 -3.90488 -0.01 -0.02 -0.08
C 1.56557 0.69750 -5.22812 0.00 0.01 0.02
C 0.63183 0.77460 -6.25159 -0.01 0.01 -0.01
C -0.71981 0.92954 -5.96624 0.03 0.01 0.04
C -1.13869 1.01691 -4.64939 0.04 0.01 -0.04
C -1.69266 2.52024 -1.68958 -0.12 0.19 -0.02
C -2.56082 2.60243 -0.59988 -0.01 0.05 -0.07
C -3.21607 3.79508 -0.34852 0.01 -0.02 -0.01
C -3.00416 4.89103 -1.17439 -0.01 0.02 0.01
C -2.13519 4.81029 -2.25626 0.01 -0.04 -0.01
C -1.47243 3.62415 -2.52027 -0.05 0.02 0.07
C -2.75124 -2.43190 -2.03791 -0.14 0.01 -0.06
C -3.69538 -1.44258 -2.29851 -0.05 -0.02 0.01
C -4.93015 -1.78464 -2.83626 0.04 -0.02 0.03
C -5.22017 -3.11265 -3.11029 0.00 0.00 0.00
C -4.28260 -4.10371 -2.84278 0.00 0.02 0.01
C -3.05084 -3.76727 -2.30687 -0.01 0.02 0.00
C 0.01891 -2.37671 -2.76232 0.08 -0.04 -0.15
C -0.43188 -2.34027 -4.08352 0.04 0.00 -0.02
C 0.45393 -2.56285 -5.12677 -0.01 0.00 0.05
C 1.79295 -2.81567 -4.85860 0.00 -0.02 0.03
C 2.24605 -2.85270 -3.54679 -0.03 0.01 0.00
C 1.36201 -2.64027 -2.49749 -0.02 0.00 -0.03
H 1.88233 0.70487 -3.10427 -0.01 0.01 0.00
H 2.61544 0.57422 -5.45838 -0.01 0.00 0.00
H 0.95899 0.71455 -7.28171 -0.01 0.00 0.01
H -1.44354 0.98871 -6.76809 0.00 0.00 0.01
H -2.19189 1.14769 -4.42626 0.01 0.00 0.01
H -2.70303 1.74750 0.04569 0.00 0.01 -0.02
H -3.88646 3.87124 0.49675 0.01 0.00 -0.01
H -3.51815 5.82171 -0.97081 0.01 -0.01 -0.01
H -1.97428 5.67133 -2.89062 0.00 -0.01 0.01
H -0.79247 3.55692 -3.35939 0.01 -0.01 0.00
H -3.48807 -0.40673 -2.05622 0.02 0.00 -0.01
H -5.66780 -1.01668 -3.02972 0.02 0.00 0.00
H -6.18345 -3.37945 -3.52553 0.01 0.00 0.01
H -4.51588 -5.14003 -3.04770 0.01 0.01 0.00
H -2.32319 -4.54034 -2.08911 0.01 0.01 0.00
H -1.47760 -2.15545 -4.29854 0.01 0.00 0.00
H 0.09722 -2.55039 -6.14866 0.00 0.00 0.01
H 2.48085 -3.00162 -5.67403 -0.01 0.01 0.02
H 3.28612 -3.07210 -3.34074 -0.01 0.00 0.01
H 1.69977 -2.71497 -1.47141 0.00 0.01 0.02
F -0.43292 1.56079 8.48191 -0.01 -0.02 -0.02
C -0.00584 2.31391 7.46694 0.12 0.01 0.11
C -0.75260 2.51065 6.38580 -0.23 0.10 -0.23
N -0.33989 3.30840 5.33170 0.07 -0.08 0.10
C -1.07649 3.30603 4.08382 -0.01 0.23 0.11
C -0.97016 1.99919 3.32472 0.15 -0.11 0.10
O -1.35535 2.00075 2.12897 0.05 -0.27 -0.08
O -0.49985 0.98759 3.91405 -0.08 0.03 -0.16
C 0.90198 3.92166 5.33898 0.05 -0.10 0.05
O 1.33254 4.56996 4.40948 -0.01 -0.02 -0.03
N 1.62834 3.72280 6.49641 -0.02 -0.03 0.00
C 1.31976 2.90991 7.59063 0.06 0.05 0.02
O 2.09039 2.75049 8.50290 0.00 0.02 0.01
H -1.73325 2.06340 6.29881 0.03 -0.01 -0.05
H -0.66283 4.09035 3.45640 -0.04 0.06 0.00
H -2.12767 3.53663 4.26388 -0.02 -0.05 0.00
H 2.53175 4.17610 6.52145 -0.01 -0.01 -0.01
C 2.76055 0.57263 3.47849 -0.02 -0.02 -0.02
P 1.74965 -0.87602 3.04504 -0.05 -0.05 -0.14
C 1.31005 -1.60701 4.64879 0.04 0.02 0.05
C 2.92418 -2.02251 2.27828 0.11 0.02 -0.05
C 3.18286 -1.87881 0.91447 0.03 -0.03 0.03
C 4.12515 -2.67933 0.28798 -0.03 0.00 0.03
C 4.80552 -3.64690 1.01490 0.00 0.01 -0.01
C 4.54697 -3.80566 2.36782 -0.03 0.02 0.02
C 3.61433 -2.99379 2.99985 -0.02 -0.05 -0.01
H 3.59854 0.25082 4.09844 0.00 0.04 0.01
H 2.15001 1.29709 4.01676 0.00 -0.01 -0.02
H 3.14880 1.03114 2.56956 -0.01 0.03 0.01
H 2.17774 -1.65090 5.30854 -0.01 -0.02 0.01
H 0.91749 -2.61466 4.50938 -0.02 0.01 0.00
H 0.55166 -0.97895 5.11734 0.01 -0.01 -0.02
H 2.64315 -1.13682 0.33617 0.02 -0.02 0.00
H 4.32657 -2.55338 -0.76844 -0.01 0.01 0.00
H 5.53690 -4.27778 0.52695 -0.01 0.00 0.00
H 5.07433 -4.56114 2.93509 -0.01 0.01 0.00
H 3.42646 -3.13087 4.05715 0.02 0.01 -0.01

=====

5.
67
Properties=species:S:1:pos:R:3:forces:R:3 method="wB97M-V/def2-TZVPD" homo_ev="-20.165 / -20.264" total_charge=+4 multiplicity=3 e_tot_ev=-60956.7718 largest_force_ha_per_bohr=0.078
V 0.56904 0.95092 1.03115 0.52 -0.26 -1.29
C 0.69599 -5.08381 -1.08519 0.48 -0.86 -0.30
C 0.76196 -3.75227 -0.23159 0.48 -1.03 -0.19
N -0.57247 -3.14166 -0.05691 0.63 -0.05 -1.16
C -1.47579 -4.18103 0.43955 -0.96 0.32 0.26
C -1.68344 -5.36650 -0.49834 0.29 -0.19 -0.67
N -0.69596 -5.20715 -1.64574 -1.04 0.80 0.01
C -0.99860 -3.88292 -2.42275 0.18 -1.29 -0.51
C -0.97594 -2.71102 -1.41442 0.07 0.97 -0.40
H 0.85813 -5.98579 -0.41976 -0.02 0.96 -0.99
H 1.39032 -5.10619 -1.98774 -0.68 0.02 1.41
H 1.48030 -3.08752 -0.73413 -0.48 0.15 0.30
H 1.18312 -4.04331 0.73867 -0.17 0.30 -0.13
H -2.47314 -3.77669 0.61534 0.15 0.38 0.11
H -1.12044 -4.52383 1.39197 0.34 -0.13 0.50
H -2.69031 -5.35800 -0.92974 0.28 -0.21 0.04
H -1.48797 -6.31839 0.01034 -0.09 0.15 -0.35
H -0.80412 -6.02279 -2.27998 0.30 0.62 0.34
H -1.96442 -3.93675 -2.96904 0.51 -0.36 0.62
H -0.21842 -3.90723 -3.19862 -0.17 0.53 0.32
H -1.97722 -2.23732 -1.42750 0.43 -0.35 0.39
H -0.26243 -1.90164 -1.75599 -0.61 -0.97 0.28
C 1.03382 -1.30373 5.20439 0.51 0.31 -0.43
C 1.94709 -0.29166 4.80806 0.56 -0.53 -0.19
C 1.80738 0.35877 3.60204 0.61 0.26 1.42
N 0.77786 0.02895 2.83917 -0.42 0.13 -2.60
C 0.04430 -1.07301 3.07093 -0.50 -0.54 0.95
C 0.04046 -1.74151 4.29934 1.47 2.24 -0.36
H 1.22670 -1.78888 6.16197 -0.40 0.07 -0.17
H 2.88230 -0.07541 5.31687 -0.44 -0.14 0.58
H 2.56427 1.08069 3.24085 -0.70 -0.19 0.30
H -0.45353 -1.47882 2.20359 -0.81 0.10 -0.06
H -0.72162 -2.43491 4.53140 -0.30 -1.03 0.15
C 1.80439 1.81615 -1.81083 1.40 -1.23 0.23
N 3.11990 1.07503 -1.53792 -1.73 -0.52 0.19
C 3.19015 0.11538 -0.57038 2.32 0.24 -1.41
N 4.34936 -0.63213 -0.63278 -1.33 -0.94 -0.65
O 2.37101 -0.04069 0.37163 -2.29 1.16 1.02
H 1.15286 1.21904 -2.46905 0.30 0.39 0.06
H 1.94802 2.84709 -2.17028 0.26 -0.61 0.03
H 1.29304 1.89835 -0.83965 0.24 0.22 -0.29
H 3.76242 0.79656 -2.28854 -0.52 1.18 -0.06
H 4.61463 -0.91556 -1.61282 0.13 0.43 1.70
H 4.47249 -1.37689 0.08001 -0.12 0.82 -0.79
C -0.13705 6.07563 -0.73791 0.01 -0.86 0.02
C 0.36975 5.52762 0.61337 -1.40 2.65 1.24
N 0.06558 4.12206 0.75294 -0.49 -1.18 -0.66
C -0.84613 3.43896 -0.02505 0.10 3.23 -0.05
N -0.85894 2.10076 0.12607 1.75 -1.53 1.65
C -2.08181 1.44131 -0.25609 -1.30 -0.93 0.92
C -2.56022 1.89566 -1.60866 0.16 0.97 -0.79
C -2.73802 3.41458 -1.56245 -1.87 0.17 0.15
N -1.65476 4.12137 -0.88075 2.01 -3.24 1.20
C -1.54916 5.54602 -1.05557 -0.30 1.14 0.49
H 0.52672 5.73724 -1.55812 -0.19 0.62 0.34
H -0.23688 7.16374 -0.65134 0.48 -0.26 -0.37
H -0.17235 6.17797 1.43127 0.79 -1.54 -1.23
H 1.42819 5.68236 0.84602 -0.10 0.00 -0.58
H 0.32320 3.73752 1.65710 -0.38 -0.06 -0.29
H -2.80340 1.62966 0.58428 0.17 -0.28 -0.96
H -1.88813 0.36636 -0.28797 -0.06 -0.29 0.13
H -3.48139 1.42970 -2.00480 0.37 0.15 0.65
H -1.78787 1.69028 -2.35032 0.16 -0.23 -0.04
H -3.68682 3.63407 -0.97577 0.95 -0.04 -0.78
H -2.85555 3.84349 -2.57198 0.05 -0.21 0.45
H -2.30628 5.93296 -0.34737 0.29 0.51 -0.53
H -1.83413 5.78881 -2.10454 0.13 -0.11 0.83